This record from the OMol25 dataset describes C25H51O19 as an isolated structure. The level of theory is ωB97M-V with the def2-TZVPD basis set.

## Properties
HOMO = -3.61 eV
HOMO-LUMO gap = 6.20 eV
net charge = -1
energy relative to the best compared isomer or geometry (same formula, charge and spin) = 1347.3 kJ/mol
LUMO level = 2.5935 eV

Each line ends with the Mulliken charge.
CARTESIAN COORDINATES (ANGSTROEM)
C  -0.37  -0.54  -0.61  -0.92
O  0.75  0.14  -1.18  -0.43
H  -0.30  -0.64  0.47  -0.23
H  -1.33  -0.08  -0.84  -0.46
H  -0.47  -1.54  -1.05  0.57
C  1.31  -5.48  3.53  -1.47
C  0.99  -5.07  2.05  -0.46
O  0.00  -4.07  1.95  0.13
C  -1.36  -4.36  1.85  0.45
O  -1.81  -5.48  1.54  -0.65
O  -2.06  -3.22  1.82  -0.45
C  -1.45  -1.96  1.53  0.65
H  1.76  -4.65  4.07  0.30
H  1.93  -6.37  3.54  0.41
H  0.39  -5.77  4.04  0.35
H  0.66  -5.92  1.45  0.52
H  1.90  -4.73  1.56  0.35
H  -0.92  -2.10  0.58  -0.24
H  -0.71  -1.73  2.30  0.16
H  -2.04  -1.05  1.46  0.22
C  -2.72  1.89  -0.66  -1.66
C  -1.31  1.92  -1.27  0.58
O  -0.73  3.19  -1.26  -0.11
C  0.43  3.50  -1.93  0.53
O  1.28  2.57  -2.31  -0.38
O  0.60  4.83  -2.02  -0.29
C  1.86  5.30  -2.48  -0.80
H  -3.27  2.78  -0.98  0.50
H  -2.76  2.07  0.41  0.17
H  -3.36  1.03  -0.83  0.33
H  -1.45  1.55  -2.29  0.32
H  -0.73  1.15  -0.75  -0.67
H  1.90  6.38  -2.54  0.26
H  2.28  4.73  -3.31  0.28
H  2.51  5.08  -1.64  0.36
C  -2.41  -1.56  -2.83  -0.65
C  -1.25  -1.03  -3.75  -0.02
O  -1.51  0.33  -4.05  -0.37
C  -0.49  1.19  -3.98  0.21
O  0.65  0.92  -3.51  -0.40
O  -1.01  2.32  -4.39  -0.24
C  -0.24  3.38  -4.92  -0.71
H  -3.38  -1.42  -3.29  0.38
H  -2.35  -0.92  -1.94  0.13
H  -2.25  -2.61  -2.57  0.32
H  -1.17  -1.65  -4.64  0.48
H  -0.33  -1.30  -3.23  -0.12
H  -0.40  4.26  -4.30  0.20
H  -0.74  3.63  -5.85  0.34
H  0.81  3.18  -5.11  0.34
C  0.23  -3.96  -0.82  -2.01
C  0.81  -2.71  -1.43  1.43
O  2.19  -3.03  -1.71  -0.53
C  3.06  -2.05  -1.90  0.65
O  2.88  -0.88  -2.16  -0.43
O  4.23  -2.65  -1.72  -0.41
C  5.33  -1.97  -1.32  -0.70
H  0.77  -4.49  -0.03  0.26
H  -0.03  -4.78  -1.49  0.36
H  -0.74  -3.71  -0.38  0.34
H  0.70  -1.85  -0.77  -1.13
H  0.21  -2.46  -2.31  0.98
H  5.22  -1.52  -0.33  0.29
H  5.71  -1.21  -2.00  0.29
H  6.11  -2.72  -1.20  0.25
C  -1.77  0.43  5.20  -1.00
C  -0.31  0.14  4.93  -0.47
O  -0.21  -0.41  3.61  -0.04
C  0.98  -0.70  3.09  0.98
O  2.07  -0.55  3.65  -0.70
O  0.86  -1.40  1.86  0.32
C  1.95  -1.50  1.02  -0.64
H  -2.44  -0.40  5.40  0.28
H  -2.15  0.91  4.30  0.16
H  -1.80  1.01  6.11  0.41
H  0.22  -0.50  5.63  0.38
H  0.33  1.02  5.00  0.34
H  2.18  -0.48  0.73  0.57
H  1.80  -2.03  0.08  0.14
H  2.86  -1.82  1.53  0.38
C  -2.18  5.56  0.39  -0.63
C  -2.02  5.14  1.79  -0.35
O  -1.94  3.72  1.89  -0.33
C  -0.72  3.14  1.66  0.75
O  0.30  3.71  1.50  -0.65
O  -0.85  1.81  1.73  -0.26
C  0.28  0.91  1.49  -0.19
H  -1.37  5.11  -0.17  -0.08
H  -2.28  6.65  0.36  0.48
H  -3.15  5.27  -0.01  0.24
H  -2.97  5.38  2.28  0.34
H  -1.23  5.74  2.25  0.34
H  0.47  0.39  2.43  -0.20
H  1.22  1.44  1.33  0.12
H  -0.11  0.27  0.70  0.58